# 1
Below is an isolated molecule of C4H4N2S2 in a non-equilibrium geometry, with properties calculated with ωB97M-V with the def2-TZVPD basis set.

Output
- Molecular weight: 144.2 u
- Relative energy (zero: lowest compared OMol25 entry of this formula, charge and spin): 57.4 kcal/mol
- Total energy: -28861.050 eV
- E_LUMO: -0.799 eV
- Orbital gap: 8.445 eV
- HOMO level: -9.2436 eV
- Spin multiplicity: 1
- SMILES string: S=C(S)c1ccn[nH]1

CARTESIAN COORDINATES (ANGSTROEM)
S 2.61206 1.43099 0.02813
C 1.76160 0.08411 0.08981
S 2.36205 -1.52079 0.00866
C -0.07219 0.05439 -0.01984
C -0.92934 1.13664 -0.05942
C -2.19027 0.60856 0.06942
N -2.15998 -0.73153 0.08560
N -0.85561 -1.05894 0.06000
H 3.53758 -1.20578 -0.52300
H -0.52608 2.07660 -0.17251
H -3.10076 1.07256 0.08855
H -0.43906 -1.94680 0.34458



# 2
Below is an isolated molecule of C4H4N2S2 in a non-equilibrium geometry, with properties calculated with ωB97M-V with the def2-TZVPD basis set.

Output
- Molecular weight: 144.2 u
- Relative energy (zero: lowest compared OMol25 entry of this formula, charge and spin): 118.2 kcal/mol
- Total energy: -28858.413 eV
- E_LUMO: -1.189 eV
- Orbital gap: 7.750 eV
- HOMO level: -8.9386 eV
- Spin multiplicity: 1
- SMILES string: C#CC(=S)NNC=S

CARTESIAN COORDINATES (ANGSTROEM)
C -0.54301 2.30019 0.02692
C -0.91322 1.17470 0.21908
C -1.42856 -0.15228 0.18175
S -3.03916 -0.25791 -0.08115
N -0.49539 -1.15833 -0.23011
N 0.72788 -1.03928 0.44306
C 1.67408 -0.29801 -0.32256
S 3.31310 0.05877 -0.01236
H 0.06785 3.31459 -0.38314
H -0.72930 -2.17311 -0.36162
H 0.73855 -0.63386 1.45569
H 1.17674 -0.08577 -1.33664



# 3
Below is the ion C4H4N3O3 with charge -1 in a non-equilibrium geometry, with properties calculated with ωB97M-V with the def2-TZVPD basis set.

Output
- Molecular weight: 142.1 u
- Relative energy (zero: lowest compared OMol25 entry of this formula, charge and spin): 151.7 kcal/mol
- Total energy: -14822.509 eV
- E_LUMO: 3.646 eV
- Net charge: -1
- Orbital gap: 7.430 eV
- HOMO level: -3.7837 eV
- Spin multiplicity: 1

CARTESIAN COORDINATES (ANGSTROEM)
C -0.78733 0.89693 -3.21204
C -1.42512 -1.44813 -1.23557
C 0.55385 0.27701 -1.15610
C -0.16564 -0.41193 0.87773
N -1.89944 1.29175 -3.11416
N 0.35349 0.55668 -2.56391
N -0.42144 -0.20723 -0.48954
O -2.08978 -1.92805 -0.37092
O 1.66453 0.64907 -0.77359
O -2.99282 1.58500 -3.50883
H -0.25416 -1.55476 0.88735
H 0.79705 0.03340 1.21297
H -1.04656 0.16537 1.37244
H 1.23540 0.95062 -3.00377



# 4
Below is an isolated molecule of C4H4N4 in a non-equilibrium geometry, with properties calculated with ωB97M-V with the def2-TZVPD basis set.

Output
- Molecular weight: 108.1 u
- Relative energy (zero: lowest compared OMol25 entry of this formula, charge and spin): 40.3 kcal/mol
- Total energy: -10171.090 eV
- E_LUMO: -1.790 eV
- Orbital gap: 8.261 eV
- HOMO level: -10.0514 eV
- Spin multiplicity: 1
- SMILES string: [H]/N=C\N=C1N=CC=N1

CARTESIAN COORDINATES (ANGSTROEM)
H -1.74296 1.27226 -0.10502
N -2.61649 0.70562 -0.04279
C -2.30835 -0.51479 0.01452
N -1.04841 -1.13929 0.02965
C 0.04816 -0.55346 -0.06584
N 0.32362 0.86778 -0.06824
C 1.59908 0.96802 0.01566
C 2.20877 -0.41609 -0.01131
N 1.27994 -1.27075 -0.06653
H -3.13472 -1.24887 0.07010
H 2.14262 1.94346 0.19244
H 3.24873 -0.61388 0.03736



Q: What is the orbital gap in the fourth record?
A: 8.261 eV



Q: Which formula does entry 1 have?
A: C4H4N2S2



Q: What is the total energy in the first record?
A: -28861.050 eV